Computed, not measured: C45H47FGeMnN5S as an isolated structure, with ωB97M-V with the def2-TZVPD basis set.

Results
calculated total energy = -156258.8969 eV
HOMO energy (alpha / beta) = -0.3303 / -0.3291 hartree
molar mass = 836.5 g/mol
total charge = +1
max |F| = 3.73 eV Å⁻¹
multiplicity = 4
orbital gap (alpha / beta) = 5.34 / 5.18 eV

Last column: Mulliken charge in e.
Atoms and positions in Å:
Mn (-1.702, -0.982, -1.111)  0.38
C (0.849, -2.498, -4.164)  -2.35
C (0.111, -2.271, -2.889)  1.33
N (-0.859, -1.419, -2.827)  0.36
N (-1.292, -0.873, -4.007)  -0.33
C (-2.205, 0.113, -3.994)  0.44
N (-2.390, 0.818, -5.116)  -0.35
S (-3.088, 0.396, -2.612)  -0.43
C (0.388, -3.020, -1.636)  -0.03
C (1.013, -4.208, -1.612)  -0.05
C (1.091, -4.972, -0.366)  -0.78
C (0.612, -4.513, 0.734)  -1.02
C (-0.055, -3.217, 0.820)  0.59
N (-0.221, -2.434, -0.461)  0.61
H (1.292, -1.541, -4.464)  0.57
H (0.146, -2.808, -4.971)  0.58
H (1.683, -3.203, -4.081)  0.33
H (-0.656, -0.988, -4.783)  0.28
H (-1.801, 0.677, -5.927)  0.20
H (-3.082, 1.533, -5.135)  0.22
H (1.454, -4.676, -2.490)  0.45
H (1.596, -5.943, -0.418)  0.43
H (0.656, -5.100, 1.662)  0.41
H (-0.928, -3.165, 1.469)  0.29
C (-0.053, 4.645, 0.786)  -2.21
C (-0.566, 3.412, 0.016)  3.38
C (0.241, 3.215, -1.260)  -1.55
C (-2.042, 3.519, -0.296)  -0.40
C (-2.590, 4.757, -0.647)  -0.56
C (-3.948, 4.932, -0.759)  -1.26
C (-4.784, 3.847, -0.535)  -1.09
C (-4.285, 2.609, -0.102)  1.16
C (-5.377, 1.709, 0.468)  0.68
C (-5.479, 1.935, 1.969)  -1.39
C (-5.347, 0.239, 0.101)  -1.34
C (-2.905, 2.405, -0.034)  -1.03
N (-2.392, 1.069, 0.181)  1.66
C (-2.209, 0.770, 1.493)  1.19
C (-1.948, 1.690, 2.521)  -0.40
C (-1.492, 1.271, 3.745)  -0.86
C (-1.350, -0.111, 4.043)  -1.23
C (-1.715, -1.047, 3.087)  -0.19
C (-2.137, -0.565, 1.884)  -0.68
F (-2.495, -1.478, 0.848)  -0.71
H (0.912, 4.439, 1.256)  0.54
H (-0.723, 4.978, 1.595)  0.32
H (0.148, 5.483, 0.084)  0.50
H (-0.473, 2.510, 0.620)  -1.36
H (0.049, 4.035, -1.957)  0.42
H (-0.029, 2.278, -1.747)  0.04
H (1.307, 3.190, -1.024)  0.53
H (-1.959, 5.620, -0.780)  0.41
H (-4.361, 5.893, -1.091)  0.37
H (-5.873, 3.961, -0.661)  0.34
H (-6.329, 2.070, 0.059)  0.61
H (-4.577, 1.671, 2.533)  0.17
H (-6.341, 1.351, 2.361)  0.44
H (-5.712, 2.984, 2.197)  0.36
H (-4.533, -0.335, 0.535)  -0.08
H (-5.290, 0.117, -0.975)  0.27
H (-6.317, -0.154, 0.397)  0.57
H (-2.099, 2.754, 2.332)  0.54
H (-1.243, 1.985, 4.494)  0.51
H (-1.082, -0.402, 5.043)  0.45
H (-1.751, -2.126, 3.257)  0.55
C (0.652, -1.901, 0.629)  -0.33
Ge (2.560, -1.364, 0.448)  2.38
C (2.888, -0.930, -1.413)  0.24
C (2.433, 0.293, -1.819)  0.11
C (2.608, 0.749, -3.117)  -0.38
C (3.396, -0.011, -3.967)  -0.89
C (3.915, -1.232, -3.578)  -1.06
C (3.656, -1.691, -2.286)  -0.21
C (3.643, -2.727, 1.262)  0.48
C (4.550, -3.548, 0.606)  -0.39
C (5.147, -4.607, 1.294)  -0.80
C (4.811, -4.866, 2.606)  -0.62
C (3.903, -4.037, 3.268)  -0.68
C (3.300, -2.982, 2.585)  -0.28
C (2.674, 0.212, 1.601)  -1.12
C (3.864, 0.385, 2.294)  -0.37
C (3.941, 1.416, 3.225)  -0.78
C (2.890, 2.288, 3.451)  -1.08
C (1.696, 2.110, 2.751)  -0.54
C (1.589, 1.077, 1.841)  1.34
H (0.053, -1.153, 1.153)  -0.69
H (1.901, 0.932, -1.098)  -0.28
H (2.208, 1.685, -3.424)  0.66
H (3.653, 0.398, -4.946)  0.37
H (4.506, -1.847, -4.265)  0.39
H (3.966, -2.683, -2.035)  0.31
H (4.828, -3.323, -0.422)  0.27
H (5.857, -5.268, 0.784)  0.42
H (5.244, -5.683, 3.167)  0.42
H (3.645, -4.187, 4.311)  0.44
H (2.557, -2.327, 3.129)  0.27
H (4.707, -0.292, 2.163)  0.47
H (4.866, 1.570, 3.781)  0.39
H (2.948, 3.038, 4.244)  0.40
H (0.812, 2.749, 2.855)  0.64
H (0.673, 0.923, 1.263)  -0.33